# 1
Entry from OMol25: a structure of composition C7H14N2O in a non-equilibrium geometry (wB97M-V/def2-TZVPD).

Last column: Mulliken charge in e.
Cartesian coordinates (Å):
C -2.70878 0.01931 0.72355  -1.272
C -1.28535 0.56280 0.69330  -0.449
N -0.49440 0.02500 -0.40335  0.366
C -0.70586 0.64538 -1.69345  -0.918
C 0.83887 -0.39240 -0.11894  0.459
C 0.98989 -1.62332 0.75292  -0.682
C 1.26815 -1.71913 -0.70954  -0.763
C 1.90347 0.66122 -0.02816  0.214
N 1.78651 1.75243 0.68980  -0.743
H -3.25786 0.43716 1.57927  0.400
H -3.26150 0.28400 -0.18834  0.304
H -2.69843 -1.07543 0.81502  0.281
H -1.32974 1.67080 0.65887  0.287
H -0.77802 0.30789 1.63450  0.417
H -0.36713 1.69985 -1.73979  0.333
H -0.17721 0.07300 -2.46772  0.290
H -1.77475 0.63249 -1.94703  0.296
H 1.82710 -1.64471 1.44953  0.247
H 0.05704 -2.04332 1.12751  0.257
H 0.52196 -2.19699 -1.34344  0.319
H 2.30411 -1.82317 -1.02817  0.251
O 3.15293 0.28567 0.11492  -0.631
H 0.88432 2.19711 0.55832  0.199
H 3.30471 1.26437 0.87042  0.539

Forces on the atoms, in the same order (eV/Å):
-0.173 -0.086 -0.020
0.148 0.273 0.261
-0.213 -0.268 0.081
-0.067 0.027 -0.162
-0.194 0.018 -1.814
0.250 0.272 0.329
-0.135 -0.177 -0.433
0.634 0.457 4.721
-1.512 0.565 -1.914
0.125 -0.097 -0.217
0.129 -0.088 0.211
-0.016 0.269 -0.041
0.053 -0.220 -0.022
-0.100 0.044 -0.243
0.001 -0.220 0.026
-0.103 0.166 0.193
0.254 0.010 0.077
-0.189 -0.022 -0.252
0.214 0.203 -0.125
0.216 0.038 0.214
-0.276 0.082 0.121
1.510 1.164 1.113
-0.200 0.218 0.550
-0.357 -2.628 -2.655

The value obtained for the orbital gap is 9.568 eV. For the relative energy (zero: lowest compared OMol25 entry of this formula, charge and spin), the calculation gives 3.038 eV. The maximum force comes out at 4.785 eV/A.



# 2
Entry from OMol25: a structure of composition C19H23As2CdF6INO8PSSbSe4 in a non-equilibrium geometry (wB97M-V/def2-TZVPD).

Last column: Mulliken spin population.
Cartesian coordinates (Å):
Cd 2.73501 0.21926 -0.66439  -0.001
F 4.84091 0.28736 -1.82669  0.000
P 5.78821 -0.26284 -0.54709  0.006
F 6.44141 -1.31764 -1.56099  -0.001
F 6.86181 0.86386 -0.91799  0.000
F 6.62981 -0.78024 0.68261  0.005
F 4.95781 0.80326 0.43361  0.001
F 4.56881 -1.34934 -0.19229  -0.006
Se 3.31861 0.77906 4.29791  -0.008
Sb 2.56921 -0.88974 2.66651  -0.062
Se 1.00791 -0.00894 1.06991  -0.027
Se 4.45901 -2.53274 2.81631  0.764
Se 1.26651 -2.45094 4.06601  0.331
I 2.49551 2.99136 -0.82379  0.000
C -0.80979 4.96436 -2.07829  0.000
O -1.28049 3.84336 -2.78049  0.000
C -1.51619 2.69736 -2.08039  -0.001
O -2.01149 1.75906 -2.67789  0.000
C -1.10579 2.67126 -0.71279  0.000
C -1.81839 3.10806 0.33551  -0.001
As -3.75729 2.86316 0.45661  0.000
C -4.36999 3.15646 -1.39719  -0.001
C -3.32209 0.92966 0.35931  -0.003
C -2.22409 0.30976 -0.09609  -0.012
As -0.42489 0.96946 -0.26109  0.006
C 0.07581 0.11656 -1.92719  0.000
C -2.07369 -1.07994 -0.43059  0.002
O -1.09669 -1.71394 -0.02319  0.002
O -2.87149 -1.68704 -1.31749  0.000
C -3.78479 -0.92704 -2.06999  0.000
C -4.46579 0.17266 0.87151  0.001
O -5.58859 0.35936 0.43521  -0.001
O -4.29239 -0.70884 1.87511  0.001
C -3.09799 -0.71284 2.64641  0.006
C -1.30389 2.84376 1.67801  -0.001
O -2.02769 2.48266 2.59901  0.000
O 0.00421 3.05816 1.83401  0.001
C 0.51341 2.86646 3.15981  -0.003
H -0.68649 5.74886 -2.82219  0.000
H 0.15611 4.77826 -1.59359  0.000
H -1.52939 5.28666 -1.31359  0.000
H -4.05109 4.14306 -1.74489  0.000
H -5.45849 3.15396 -1.36459  0.000
H -4.07759 2.41496 -2.13529  0.000
H -0.82309 0.06976 -2.53149  0.000
H 0.44011 -0.92384 -1.84829  0.000
H 0.81691 0.70166 -2.49849  0.000
H -4.71619 -0.74804 -1.52949  0.000
H -3.99479 -1.51694 -2.96059  0.000
H -3.35919 0.03086 -2.37819  0.000
H -3.32669 -1.25814 3.55951  -0.003
H -2.79429 0.30666 2.90911  -0.003
H -2.27439 -1.23524 2.14581  0.002
H 1.57821 3.09946 3.12241  0.000
H 0.36241 1.82646 3.48541  0.003
H -0.01669 3.52556 3.84971  0.000
S 2.39301 -2.40434 -1.99039  0.000
C 2.41571 -3.76294 -0.98909  -0.003
N 2.24641 -3.67144 0.34931  0.004
C 2.18541 -4.71204 1.19341  0.015
C 2.29621 -5.98094 0.69371  0.007
C 2.51251 -6.15064 -0.68589  -0.001
C 2.57341 -5.06514 -1.51519  0.001
H 2.15341 -2.73654 0.76341  0.002
H 2.05731 -4.46784 2.25391  -0.024
H 2.23751 -6.83384 1.34721  0.000
H 2.64281 -7.14534 -1.09389  0.000
H 2.75011 -5.16664 -2.57519  0.000

Forces on the atoms, in the same order (eV/Å):
1.210 -0.102 -0.802
-0.139 -0.227 0.457
-0.371 0.365 0.043
0.010 0.063 0.284
-0.104 -0.178 0.152
0.137 -0.056 -0.025
0.436 -0.529 -0.662
0.542 0.478 -0.302
-0.128 0.305 -0.408
2.794 -0.744 4.054
1.385 -1.372 2.887
-0.117 -0.471 -0.103
-0.133 -0.507 -0.271
0.113 0.216 -0.488
0.389 0.945 0.616
-0.417 -1.240 -0.023
-0.884 0.696 -2.489
0.245 0.937 0.110
-0.616 0.548 0.652
-0.017 0.228 -0.667
-0.326 0.480 -0.139
-0.199 -0.001 -0.259
0.573 -0.314 -0.014
-1.215 1.112 -0.009
-1.608 1.158 -3.124
0.026 -0.379 -1.257
1.686 -2.948 0.405
-1.980 0.482 -0.402
0.237 -0.131 0.444
-0.763 0.562 -0.711
-1.147 -0.466 0.340
0.405 -0.128 0.192
-0.616 0.228 -0.758
0.952 0.057 0.489
0.771 -0.316 2.112
0.193 0.293 -0.533
-0.799 0.388 -0.535
0.120 -0.370 0.497
-0.031 0.009 0.022
-0.146 -0.075 -0.097
0.134 0.015 -0.219
0.055 -0.032 0.073
-0.057 0.069 0.198
0.156 0.010 0.189
0.091 0.015 -0.225
-0.152 0.678 0.606
-0.327 0.043 0.301
0.075 -0.072 -0.022
-0.028 -0.022 0.013
-0.031 -0.153 0.050
-0.103 0.011 -0.053
-0.020 -0.222 -0.101
-0.187 0.148 0.053
-0.221 -0.195 -0.063
0.201 0.396 -0.156
0.018 0.039 -0.026
0.092 0.441 -0.363
-0.077 0.218 -0.073
-0.151 0.419 0.109
0.050 -0.536 0.324
0.024 -0.005 -0.045
-0.024 0.201 0.120
0.050 -0.196 0.148
0.029 -0.329 -0.274
-0.019 0.059 -0.409
0.012 -0.028 0.165
-0.030 -0.024 -0.001
-0.028 0.059 -0.001

The charge is -2. The value obtained for the orbital gap (alpha / beta) is 4.546 / 4.523 eV. For the relative energy (zero: lowest compared OMol25 entry of this formula, charge and spin), the calculation gives 5.917 eV. Its spin multiplicity is 2. The maximum force comes out at 4.980 eV/A.



# 3
Entry from OMol25: a structure of composition C10H22LiO4 in a non-equilibrium geometry (wB97M-V/def2-TZVPD).

Last column: Mulliken charge in e.
Cartesian coordinates (Å):
Li 1.06180 12.32891 7.48648  0.832
C -2.77166 13.45789 9.97320  -0.625
O -2.41009 12.68254 8.83112  -0.840
H -2.86423 14.52571 9.77498  0.186
H -3.69590 13.10161 10.42812  0.200
H -2.14965 13.37338 10.86429  0.157
C 2.00583 10.93253 3.19620  -0.545
O 0.85277 11.07781 4.04783  -0.844
H 2.30510 11.92297 2.85331  0.159
H 2.82034 10.38669 3.67237  0.142
H 1.76897 10.34142 2.31157  0.175
C 2.19158 8.27509 10.43893  -0.462
C 2.03150 9.22713 11.53608  -0.430
C 2.72474 10.54791 11.16164  -0.456
O 2.86313 10.33650 9.75257  -0.393
C 3.13077 8.97390 9.46395  -0.457
H 1.28709 8.10384 9.85525  0.305
H 2.66064 7.37584 10.83825  0.248
H 2.49670 9.00373 12.49618  0.294
H 0.97245 9.40755 11.72033  0.246
H 3.66216 10.77816 11.66795  0.259
H 2.12417 11.42981 11.38448  0.277
H 4.19702 8.82603 9.63529  0.252
H 2.88966 8.75941 8.42282  0.314
C 5.13457 16.49809 8.01225  -0.482
C 4.09226 16.64602 9.16180  -0.511
C 2.75596 16.39664 8.45783  -0.457
O 3.12946 15.37716 7.53907  -0.382
C 4.40969 15.66667 6.96608  -0.407
H 6.04796 16.03395 8.38425  0.262
H 5.45822 17.45680 7.60703  0.282
H 4.16031 17.59535 9.69306  0.334
H 4.19992 15.90759 9.95630  0.253
H 2.25812 17.22175 7.94847  0.275
H 2.08708 16.10335 9.26695  0.318
H 4.37151 16.09279 5.96354  0.274
H 4.93448 14.71912 6.84426  0.246

Forces on the atoms, in the same order (eV/Å):
-0.698 -0.202 -0.496
0.371 -1.640 -1.630
0.361 1.069 1.558
-0.162 0.533 -0.122
-0.995 0.031 -0.165
1.127 -0.013 0.299
-2.586 0.321 1.573
1.630 -0.185 -0.344
0.697 0.247 -0.226
0.642 0.073 0.250
-0.164 -0.236 -0.573
1.314 -1.458 -1.245
-0.576 2.164 2.879
-0.785 -0.755 -1.238
0.293 2.144 -0.984
0.020 0.638 0.642
-0.153 -0.370 0.581
-0.431 -0.444 -0.445
-0.261 -0.971 0.049
0.052 0.128 0.174
0.503 -0.635 -0.123
-0.332 -0.037 -0.556
0.149 -0.492 0.075
0.082 0.236 0.038
0.176 0.590 0.782
0.303 0.960 -0.442
1.007 0.044 0.667
-0.954 -0.540 -0.426
0.241 -0.815 0.656
-0.060 -0.219 -0.103
-0.255 0.185 0.101
-0.027 0.246 -0.253
0.171 -0.330 -0.312
0.412 0.355 -0.126
-0.442 -0.835 -0.595
-0.423 0.427 0.112
-0.246 -0.212 -0.033

The charge is -1. The value obtained for the orbital gap is 4.791 eV. For the relative energy (zero: lowest compared OMol25 entry of this formula, charge and spin), the calculation gives 5.731 eV. The maximum force comes out at 3.648 eV/A.



# 4
Entry from OMol25: the molecule C3H6OS in a non-equilibrium geometry (wB97M-V/def2-TZVPD).

Last column: Mulliken charge in e.
Cartesian coordinates (Å):
C -0.89772 1.29827 -0.30448  -0.705
C 0.98345 -0.25367 -0.35461  0.393
C 0.28608 -1.22896 0.58810  -0.938
H -1.05831 2.27152 -0.73127  0.273
H -1.68014 0.62837 -0.66387  0.317
H -0.98359 1.34629 0.80781  0.292
H -0.74972 -1.31487 0.32341  0.327
H 0.42582 -0.89029 1.63960  0.280
H 0.75888 -2.20970 0.43506  0.318
O 0.38775 0.88642 -0.78047  -0.291
S 2.52750 -0.53337 -0.95930  -0.267

Forces on the atoms, in the same order (eV/Å):
-0.259 -0.625 0.798
1.580 0.143 -1.002
1.005 0.517 -0.236
-0.013 0.369 -0.057
0.033 -0.054 -0.075
0.373 -0.004 -0.777
-0.703 0.047 0.153
-0.258 -0.272 -0.670
-0.102 0.478 0.277
0.110 -0.788 0.794
-1.765 0.189 0.795

The value obtained for the orbital gap is 8.981 eV. For the relative energy (zero: lowest compared OMol25 entry of this formula, charge and spin), the calculation gives 0.952 eV. As for the structure (SMILES): COC(C)=S. The maximum force comes out at 1.945 eV/A.